(1)
The following is a DFT calculation (the ωB97M-V functional and the def2-TZVPD basis) of a structure of composition C61H43F6N8O3PS2Sc in a non-equilibrium geometry.

Multiplicity ... 2
Energy above the lowest of the compared OMol25 structures with the same formula, charge and spin ... 564.6 kJ/mol
Total charge ... -2
HOMO energy (alpha / beta) ... -1.1 / -1.8 eV

XYZ file:
```
125
Properties=species:S:1:pos:R:3:forces:R:3:lowdin_spin:R:1
Sc 0.248870 -0.888430 0.255986 2.249 0.943 0.858 0.00
C -1.957330 3.144270 7.079186 -0.066 0.067 0.060 0.00
C -0.763730 2.440670 7.088786 0.036 0.018 0.164 0.00
C -0.282330 1.862770 5.927686 0.048 0.017 -0.166 0.00
C -0.981830 1.985970 4.728386 -0.074 0.141 0.174 -0.01
C -2.168330 2.717070 4.730186 0.068 -0.097 -0.074 -0.01
C -2.655730 3.285270 5.891486 -0.101 0.095 0.083 0.00
C -0.521830 1.344070 3.474686 0.098 0.248 -0.766 -0.05
C -0.233530 2.196870 2.419286 -0.281 -0.245 1.080 0.08
C 0.077870 3.582870 2.554686 0.142 0.630 -0.529 -0.02
C 0.387370 4.103870 1.333686 0.089 0.132 0.737 0.10
C 0.178470 3.070070 0.358986 -0.616 0.221 -0.605 0.00
C 0.596070 2.763570 -1.086214 0.100 -0.400 0.053 0.01
C 0.577170 3.871170 -2.095414 0.127 0.255 0.034 0.00
C -0.033130 5.098470 -1.873114 0.115 -0.088 0.141 0.00
C -0.125530 6.033670 -2.891014 -0.119 0.174 -0.130 0.00
C 0.375070 5.750070 -4.148714 -0.030 0.145 -0.072 0.00
C 0.977470 4.524070 -4.383314 0.026 -0.007 -0.100 0.00
C 1.075470 3.595770 -3.368114 -0.119 0.012 0.050 0.00
C 1.895470 2.036370 -1.058814 0.323 -0.060 -0.022 0.05
N 2.075170 0.799370 -0.582514 -0.423 -0.108 -0.029 0.01
C 3.435570 0.584270 -0.629814 0.308 0.212 -0.117 0.02
C 4.143870 -0.534830 -0.152014 -0.690 -0.391 0.375 0.07
C 5.568970 -0.610930 -0.527014 0.379 -0.043 -0.054 0.01
C 5.938670 -0.584130 -1.872614 -0.135 -0.078 0.112 0.01
C 7.268370 -0.615230 -2.245814 0.114 -0.012 -0.109 0.00
C 8.262670 -0.682130 -1.282714 0.074 0.019 -0.031 0.01
C 7.909970 -0.726030 0.056186 0.226 -0.002 0.002 0.00
C 6.579270 -0.686930 0.431786 -0.136 0.065 0.002 0.01
C 3.616670 -1.550130 0.646686 0.510 0.285 -0.298 -0.01
C 4.336570 -2.704730 1.102986 -0.106 -0.201 -0.020 -0.04
C 3.445670 -3.466130 1.792486 0.267 -0.019 -0.048 -0.02
C 2.188370 -2.771930 1.750986 0.334 0.542 -0.141 -0.02
N 2.328170 -1.607330 1.091986 -0.282 -0.441 0.138 0.07
C 0.979270 -3.152530 2.416986 -0.007 0.351 0.028 0.23
C 0.226270 -2.103130 3.024486 0.037 -0.065 0.389 -0.02
C -0.427930 -2.161630 4.299786 0.134 -0.145 -0.208 0.05
C -0.810930 -0.888330 4.598786 -0.045 0.255 -0.265 -0.03
C -0.413930 -0.067830 3.491086 -0.164 -0.218 0.391 0.06
N 0.212870 -0.826430 2.555786 -0.189 -0.253 -0.160 0.02
C 0.555270 -4.537130 2.463886 -0.208 -0.422 -0.027 0.01
C -0.703130 -4.889930 2.984786 0.106 0.059 0.093 0.05
C -1.168130 -6.187030 2.957786 0.032 -0.162 0.097 0.00
C -0.409030 -7.200230 2.394786 -0.069 -0.056 0.000 0.06
C 0.804970 -6.871130 1.812686 0.037 -0.204 0.009 0.00
C 1.273070 -5.572330 1.832386 0.047 0.059 -0.004 0.05
C 4.094870 1.741070 -1.134914 0.027 -0.092 0.119 0.04
C 3.118070 2.668870 -1.378814 -0.047 -0.038 -0.060 0.02
N -0.093630 1.820770 1.067086 0.286 -0.770 -0.418 0.03
H -2.346530 3.576170 7.991186 0.007 0.041 0.067 0.00
H -0.207630 2.339270 8.011786 0.036 -0.024 0.034 0.00
H 0.645670 1.309670 5.936286 0.055 -0.081 -0.015 0.00
H -2.722730 2.810670 3.808086 -0.030 -0.002 -0.087 0.00
H -3.591030 3.828870 5.868586 -0.044 0.031 0.022 0.00
H 0.084970 4.118470 3.489986 -0.031 0.029 0.082 0.00
H 0.734570 5.097970 1.116886 0.010 0.139 -0.001 0.01
H -0.453730 5.322070 -0.904514 -0.064 0.001 0.121 0.00
H -0.614930 6.982970 -2.709314 0.004 0.004 0.035 0.00
H 0.281770 6.470270 -4.950314 0.012 0.071 -0.023 0.00
H 1.364970 4.288670 -5.364614 0.016 -0.030 -0.084 0.00
H 1.523070 2.630770 -3.546114 0.075 -0.118 -0.071 0.00
H 5.161470 -0.547030 -2.621114 -0.085 0.050 -0.059 0.00
H 7.531970 -0.582430 -3.294714 0.006 -0.022 -0.056 0.00
H 9.304670 -0.691030 -1.575714 0.039 -0.031 0.004 0.00
H 8.684770 -0.780330 0.810686 -0.010 0.012 0.057 0.00
H 6.315970 -0.700930 1.479886 -0.083 0.016 0.044 0.00
H 5.368370 -2.929530 0.905186 0.131 -0.013 0.045 0.00
H 3.658270 -4.365130 2.341586 -0.015 -0.130 0.012 0.00
H -0.511830 -3.027130 4.933886 -0.023 -0.060 -0.009 0.00
H -1.328530 -0.562430 5.484886 0.030 0.057 0.060 0.00
H -1.359930 -4.125230 3.355386 -0.074 0.076 -0.027 0.00
H -2.152330 -6.402730 3.349186 -0.090 0.030 0.010 0.00
H -0.782730 -8.216230 2.361386 0.003 -0.018 -0.017 0.00
H 1.381970 -7.640930 1.311686 0.036 0.051 -0.020 0.00
H 2.186670 -5.358630 1.301586 -0.025 0.035 -0.010 0.00
H 5.154670 1.880570 -1.242614 0.148 -0.038 -0.002 0.00
H 3.236570 3.675370 -1.738314 0.039 0.095 -0.062 0.00
N -6.840430 1.714670 -3.393314 -0.298 0.104 -0.099 0.00
C -5.895830 0.739870 -3.106614 -0.038 -0.364 0.057 0.00
C -5.999130 -0.059630 -1.967914 -0.035 0.168 -0.196 0.00
C -5.064430 -1.043930 -1.705514 0.143 -0.172 0.107 0.00
C -4.003730 -1.223130 -2.567814 0.210 -0.156 0.415 0.00
C -3.906930 -0.460630 -3.721414 0.008 0.014 -0.093 0.00
C -4.852830 0.497870 -4.006514 0.002 -0.113 0.049 0.00
S -2.597130 -2.267130 -2.262514 0.048 1.191 -0.663 0.00
O -2.850330 -2.951130 -0.947914 0.442 0.424 -1.306 0.00
O -2.535330 -3.241230 -3.322714 0.014 -0.160 0.273 0.00
N -1.440830 -1.229030 -2.235214 -1.862 -0.811 1.242 0.00
C -0.454030 -1.166830 -3.101414 0.279 -0.685 -1.728 0.00
S -0.498630 -2.013730 -4.679814 0.755 0.376 -0.034 0.00
C 1.008370 -1.229130 -5.064014 -0.320 -0.128 -0.027 0.00
C 1.408570 -0.450630 -4.035614 0.130 -0.130 -0.431 0.00
N 0.587070 -0.410630 -2.959414 -0.222 0.258 0.656 0.00
H -7.366330 2.019470 -2.586214 0.093 0.042 -0.105 0.00
H -6.455130 2.493570 -3.914914 -0.063 -0.029 0.199 0.00
H -6.806430 0.106370 -1.267914 -0.100 0.013 0.048 0.00
H -5.143130 -1.653030 -0.824414 -0.031 -0.052 0.244 0.00
H -3.070830 -0.629830 -4.381414 0.120 0.095 -0.199 0.00
H -4.779230 1.087970 -4.908214 0.024 0.066 -0.055 0.00
H 1.489970 -1.405630 -6.003814 0.229 -0.029 -0.184 0.00
H 2.315370 0.126870 -3.989614 0.254 0.102 -0.093 0.00
N -4.619830 3.661970 -3.641014 0.230 0.126 0.078 -0.01
C -3.835030 3.295770 -2.879214 -0.779 0.465 -1.033 0.00
C -2.916330 2.878070 -1.905114 1.637 -0.744 0.110 0.00
C -1.699030 2.390270 -2.264714 -0.850 0.160 0.004 0.04
C -0.725030 1.920070 -1.258314 0.344 -0.701 0.566 0.01
C -1.142630 2.270970 0.162586 0.185 0.226 -0.449 0.06
C -2.476830 2.657870 0.475886 -0.863 0.225 -0.197 -0.01
C -3.335330 2.964870 -0.522714 0.253 -0.066 1.165 0.05
H -1.436230 2.296570 -3.310214 -0.045 -0.012 -0.074 0.00
H -0.489130 0.857570 -1.430714 -0.279 0.543 -0.129 0.00
H -2.770030 2.714270 1.511286 -0.147 -0.006 0.149 0.00
H -4.348830 3.275470 -0.317914 -0.074 -0.025 0.074 0.00
F -1.493830 -0.330930 0.263086 -1.446 0.548 0.144 0.00
P -3.131730 -3.237030 0.691986 -0.916 -0.846 2.528 0.00
F -2.626230 -4.763030 0.485186 0.043 0.596 -0.377 0.00
F -1.636330 -2.771530 1.090886 -0.723 -0.265 -0.435 0.00
F -4.657930 -3.726030 0.301386 0.482 0.203 -0.273 0.00
F -3.717830 -1.754830 0.934386 0.382 -0.205 -0.430 0.00
F -3.459730 -3.592630 2.243186 0.151 0.097 -0.004 0.00
C 1.360970 -3.188630 -1.510214 0.629 -0.657 -0.460 0.00
O 0.511670 -2.434530 -0.765814 -0.427 -0.281 0.019 0.01
H 0.937070 -3.423630 -2.507914 0.105 0.044 0.194 0.00
H 1.572870 -4.161830 -1.024114 0.004 0.167 -0.082 0.00
H 2.336270 -2.687330 -1.683914 -0.183 -0.113 0.043 0.00
```
Forces are in eV/Å.


(2)
The following is a DFT calculation (the ωB97M-V functional and the def2-TZVPD basis) of a structure of composition C61H49P3PtSi.

Multiplicity ... 3
HOMO energy (alpha / beta) ... -5.5 / -7.4 eV

XYZ file:
```
115
Properties=species:S:1:pos:R:3:forces:R:3:lowdin_spin:R:1
Pt -0.547666 -0.428161 0.430514 -0.168 -0.491 -0.121 0.62
C -3.559082 4.400781 -1.433606 0.023 0.037 0.067 0.00
C -3.809719 3.527749 -2.480115 -0.004 0.002 -0.035 0.00
C -3.151170 2.308849 -2.540325 -0.027 0.024 -0.057 0.01
C -2.235383 1.954557 -1.554314 0.029 0.022 -0.010 0.03
C -2.007919 2.825300 -0.492157 -0.045 -0.027 0.026 0.02
C -2.660583 4.044761 -0.435808 -0.067 0.058 -0.027 0.00
P -1.314704 0.380056 -1.603698 -0.093 -0.088 0.096 0.12
C -2.470817 -0.643412 -2.579505 -0.013 0.010 -0.113 0.01
C -2.322405 -0.927925 -3.933553 0.029 -0.018 0.073 0.00
C -3.318817 -1.608722 -4.621203 -0.037 0.029 0.017 0.00
C -4.474106 -2.000878 -3.964830 0.015 -0.087 -0.099 0.00
C -4.618181 -1.746235 -2.608753 0.011 -0.069 0.045 0.00
C -3.619140 -1.083718 -1.920557 0.067 0.060 0.093 0.01
C 0.091262 0.720989 -2.732013 -0.141 0.013 0.177 0.00
C -0.060726 1.437708 -3.914885 -0.105 -0.028 -0.113 0.00
C 1.020059 1.625010 -4.758757 0.061 -0.028 -0.039 0.00
C 2.265205 1.118121 -4.405968 -0.021 0.058 -0.054 0.00
C 2.426547 0.466911 -3.195128 0.023 -0.002 0.061 0.00
C 1.347866 0.259198 -2.332090 0.098 0.022 -0.061 0.03
Si 1.533354 -0.483992 -0.595916 0.293 0.150 0.176 0.17
C 2.042000 -2.297806 -0.798007 0.007 -0.135 -0.073 0.03
C 3.198990 -2.730022 -1.458751 0.031 0.080 -0.036 0.00
C 3.480512 -4.072153 -1.619232 0.008 -0.106 -0.013 0.00
C 2.596083 -5.033836 -1.135122 0.070 0.014 -0.023 0.00
C 1.437299 -4.634729 -0.502479 -0.024 -0.057 0.009 0.00
C 1.169774 -3.275992 -0.324568 -0.042 0.124 0.148 0.02
P -0.425706 -2.727650 0.391630 0.180 0.104 0.127 0.18
C -1.518108 -3.697361 -0.702829 -0.125 -0.001 0.129 0.03
C -1.218361 -3.700317 -2.065184 -0.060 -0.007 -0.017 0.01
C -1.979994 -4.439086 -2.949524 -0.110 0.008 -0.033 0.00
C -3.068016 -5.170815 -2.490551 -0.015 0.010 -0.065 0.01
C -3.384936 -5.156647 -1.143643 0.026 -0.030 0.063 0.00
C -2.609951 -4.428883 -0.249112 -0.045 -0.022 -0.123 0.02
C -0.556672 -3.543348 2.012845 -0.001 -0.086 -0.175 0.02
C 0.474088 -4.300832 2.555510 0.178 -0.060 -0.001 0.01
C 0.301597 -4.955799 3.767562 -0.076 0.011 -0.010 0.00
C -0.908080 -4.871083 4.438573 0.056 0.025 0.030 0.00
C -1.929665 -4.087318 3.920835 0.051 0.019 0.120 0.00
C -1.743868 -3.409246 2.731449 -0.123 0.056 -0.106 0.01
C 3.015474 0.387134 0.221888 0.048 -0.111 0.032 0.03
C 4.119560 -0.360151 0.648924 0.088 -0.101 -0.026 0.01
C 5.241125 0.237520 1.202577 -0.009 0.024 -0.011 0.00
C 5.292571 1.617114 1.348626 0.006 -0.078 0.001 0.01
C 4.196846 2.372791 0.972235 0.067 0.057 0.022 0.00
C 3.060279 1.772248 0.438976 0.014 0.045 -0.085 0.01
P 1.568380 2.764098 0.075535 -0.152 -0.165 -0.023 0.03
C 2.227050 4.154694 -0.898160 -0.026 0.099 -0.125 0.01
C 2.836291 5.286807 -0.363467 0.027 0.006 0.008 0.00
C 3.288029 6.299774 -1.194692 0.030 0.003 0.022 0.00
C 3.139669 6.189359 -2.569455 0.003 0.007 -0.082 0.00
C 2.529429 5.068199 -3.111960 -0.004 0.016 -0.014 0.00
C 2.065272 4.062614 -2.279226 0.051 0.068 0.061 0.00
C 1.247254 3.567323 1.682839 -0.028 0.000 0.154 0.00
C 1.766781 3.106222 2.888662 -0.081 -0.050 0.010 0.00
C 1.355555 3.655207 4.095785 0.009 0.003 0.021 0.00
C 0.429417 4.683086 4.116333 -0.014 0.035 -0.014 0.00
C -0.084452 5.166239 2.918801 0.007 0.013 0.065 0.00
C 0.316889 4.610480 1.718039 -0.007 -0.033 -0.099 0.00
H -4.073452 5.351653 -1.386516 -0.012 0.013 0.009 0.00
H -4.524516 3.789289 -3.249079 -0.012 0.018 -0.016 0.00
H -3.367014 1.626159 -3.353599 -0.005 0.008 0.006 0.00
H -1.333309 2.529505 0.302565 0.013 0.024 -0.014 0.01
H -2.480831 4.708726 0.399162 -0.009 0.031 0.020 0.00
H -1.429818 -0.625446 -4.461905 0.052 0.036 -0.010 0.00
H -3.190368 -1.820791 -5.674541 -0.008 -0.017 -0.025 0.00
H -5.254057 -2.522923 -4.503540 -0.014 -0.008 -0.015 0.00
H -5.503771 -2.076591 -2.082682 -0.030 -0.002 0.002 0.00
H -3.725629 -0.894468 -0.857299 0.011 0.015 0.004 0.01
H -1.024882 1.854801 -4.181186 -0.011 -0.017 0.000 0.00
H 0.895432 2.175106 -5.681602 0.001 0.018 -0.045 0.00
H 3.115276 1.265797 -5.058918 0.026 0.012 -0.021 0.00
H 3.418287 0.143464 -2.902144 0.042 -0.025 0.014 0.00
H 3.894891 -2.001227 -1.857313 0.021 0.033 0.001 0.00
H 4.385498 -4.377130 -2.129118 0.009 -0.012 -0.013 0.00
H 2.808494 -6.087010 -1.263997 0.008 -0.014 -0.017 0.00
H 0.726311 -5.378123 -0.159545 0.004 0.014 0.009 0.00
H -0.367594 -3.143535 -2.436968 0.029 0.066 -0.002 0.00
H -1.727918 -4.437838 -4.000869 0.002 -0.010 -0.051 0.00
H -3.664910 -5.748745 -3.183744 -0.011 -0.011 -0.017 0.00
H -4.225836 -5.729395 -0.774664 -0.022 -0.008 -0.007 0.00
H -2.854765 -4.460063 0.801291 0.004 0.015 0.063 0.00
H 1.420561 -4.395164 2.034906 -0.087 0.038 0.047 0.00
H 1.112328 -5.544137 4.174608 0.031 -0.021 0.037 0.00
H -1.046290 -5.392524 5.376305 -0.007 -0.013 0.023 0.00
H -2.858688 -3.975089 4.461302 -0.043 -0.002 0.024 0.00
H -2.533784 -2.768131 2.356930 0.029 0.028 -0.030 0.01
H 4.114940 -1.438124 0.541003 -0.016 0.033 0.007 0.00
H 6.077958 -0.377593 1.507685 0.023 0.005 0.031 0.00
H 6.167587 2.094676 1.769243 0.024 0.011 -0.001 0.00
H 4.212771 3.446936 1.117282 0.024 -0.023 -0.013 0.00
H 2.948448 5.381644 0.709384 -0.025 0.035 0.025 0.00
H 3.756737 7.177095 -0.769124 0.014 0.026 0.014 0.00
H 3.490516 6.980883 -3.218256 0.014 0.027 -0.006 0.00
H 2.398045 4.980640 -4.182509 0.006 0.011 -0.037 0.00
H 1.562338 3.202576 -2.698242 -0.026 -0.057 -0.018 0.00
H 2.492248 2.306066 2.895133 -0.001 -0.079 0.006 0.00
H 1.762205 3.267845 5.020469 0.003 0.006 0.034 0.00
H 0.108069 5.109800 5.056051 -0.017 0.013 0.046 0.00
H -0.804216 5.974336 2.925452 -0.016 0.026 -0.007 0.00
H -0.092452 4.993848 0.790056 0.000 -0.012 -0.035 0.00
C -0.077817 -0.040518 2.495106 -0.167 0.331 -0.461 0.25
C -0.765848 -0.501079 3.703743 0.048 -0.003 -0.088 0.02
C -0.061086 -1.128192 4.735056 -0.097 0.047 -0.008 0.03
C -0.698425 -1.495215 5.909015 0.066 -0.103 -0.007 0.00
C -2.053448 -1.256417 6.077431 -0.096 -0.035 0.008 0.04
C -2.771450 -0.645487 5.053563 0.000 0.037 0.051 0.00
C -2.135941 -0.269549 3.885035 0.055 -0.096 0.029 0.04
H 0.998433 0.046481 2.613132 0.059 -0.088 0.084 0.01
H -0.501385 0.931757 2.166061 0.194 0.254 0.385 0.05
H 0.999778 -1.310614 4.613197 0.031 -0.013 -0.014 0.00
H -0.130471 -1.979126 6.694417 -0.011 0.010 0.026 0.00
H -2.548165 -1.543127 6.995991 -0.016 -0.002 0.021 0.00
H -3.829032 -0.445693 5.177407 -0.009 -0.013 0.010 0.00
H -2.692257 0.215201 3.090386 -0.014 0.014 -0.029 0.01
```
Forces are in eV/Å.


What did we get for E? Answer: -5512.08771 -3786.83784 Ha, in the order shown.